13
Properties=species:S:1:pos:R:3 method="wB97M-V/def2-TZVPD" relative_energy_kcal_mol=39.07 homo_lumo_gap_ev="7.52 / 7.12" multiplicity=3 total_energy_ha=-1149.3650 lumo_energy_ev="-0.25 / -1.47" s_squared=2.023
C 0.7881 0.6520 0.2637
C 3.3899 -0.1437 -0.5005
C -1.5680 0.1588 0.4732
C -0.1950 -0.1341 -0.0718
S 0.0715 -1.6935 -0.8406
I 4.4812 1.6062 -0.0525
I 3.9522 -1.8958 0.4915
H 0.8741 1.4286 1.0182
H 2.9272 -0.3263 -1.5178
H -2.4863 0.0335 -0.1913
H -1.7870 -0.4075 1.5141
H -1.7176 1.1673 0.6392
H 1.1433 -1.2559 -1.5220


17
Properties=species:S:1:pos:R:3 method="wB97M-V/def2-TZVPD" relative_energy_kcal_mol=76.27 homo_lumo_gap_ev=10.44 multiplicity=1 total_energy_ha=-326.7694 lumo_energy_ev=0.78
C -2.0943 -1.0384 0.6553
C -1.7037 0.2518 0.7550
C -2.5130 1.3015 0.1360
C -3.6420 0.7534 -0.3221
C -3.9132 -0.6045 -0.4280
C 5.2654 -0.7144 -0.1597
C 4.8027 0.4607 -0.0498
H -1.4022 -1.8544 0.6033
H -0.5671 0.6053 0.9247
H -2.1650 2.3387 0.1150
H -4.4645 1.3672 -0.8263
H -4.8531 -0.8679 -0.9522
H 6.2836 -1.0611 0.1557
H 4.8571 -1.3140 -0.9177
H 5.4556 1.0877 0.6577
H 3.7882 0.8416 -0.3471
N -3.1346 -1.5531 0.0001


64
Properties=species:S:1:pos:R:3 method="wB97M-V/def2-TZVPD" total_charge=+1 relative_energy_kcal_mol=0.00 homo_lumo_gap_ev=5.24 multiplicity=1 total_energy_ha=-1474.6979 lumo_energy_ev=-4.37
C 3.1977 -0.4336 2.2791
O 2.3685 0.7038 2.2713
C 0.9890 0.4314 2.3001
C 0.1142 1.5185 2.3246
C -1.2471 1.3335 2.3438
C -1.7903 0.0518 2.3390
N -3.1765 -0.1346 2.3537
C -0.9204 -1.0361 2.3226
C 0.4421 -0.8520 2.3042
H 4.2357 -0.0981 2.2763
H 3.0142 -1.0177 3.1816
H 3.0207 -1.0416 1.3902
H 0.5271 2.5115 2.3261
H -1.9118 2.1783 2.3578
H -3.5623 -1.0077 2.0247
H -3.7757 0.6311 2.0810
H -1.3333 -2.0289 2.3202
H 1.0882 -1.7109 2.2880
C -7.4577 -5.3604 1.5230
O -6.3718 -4.6476 2.0668
C -6.7204 -3.7573 3.0934
C -5.7022 -3.0126 3.6778
C -6.0023 -2.1118 4.7014
C -7.3312 -1.9617 5.1385
C -8.3545 -2.7145 4.5593
C -8.0473 -3.5898 3.5535
N -7.3381 -1.0019 6.1622
C -8.4956 -0.5682 6.9410
C -6.0565 -0.5561 6.3571
C -5.1845 -1.2156 5.4890
C -3.7734 -1.1210 5.5105
C -3.0681 -0.1392 6.2676
C -3.4785 1.1727 6.5313
N -2.5894 1.7728 7.3872
C -2.6603 3.1510 7.8649
C -1.5853 0.8521 7.7206
C -1.8491 -0.3392 7.0233
C -1.0646 -1.4740 7.2482
C -0.0102 -1.4121 8.1507
O 0.8236 -2.4966 8.4659
C 0.5362 -3.6817 7.7648
C 0.2437 -0.1952 8.8231
C -0.5247 0.9208 8.6262
H -7.0829 -6.0199 0.7381
H -7.9332 -5.9621 2.3004
H -8.1790 -4.6628 1.0924
H -4.6922 -3.1353 3.3344
H -9.3662 -2.6070 4.9045
H -8.8373 -4.1628 3.1024
H -9.4032 -1.0660 6.6065
H -8.3418 -0.7950 7.9949
H -8.6277 0.5071 6.8361
H -5.7729 0.1306 7.1327
H -3.2075 -1.8945 5.0178
H -4.3418 1.6597 6.1138
H -1.8551 3.3536 8.5675
H -2.5740 3.8407 7.0271
H -3.6099 3.3239 8.3666
H -1.3108 -2.3930 6.7539
H 1.2740 -4.4358 8.0437
H -0.4595 -4.0411 8.0298
H 0.5999 -3.4994 6.6914
H 1.0516 -0.1751 9.5316
H -0.3462 1.8236 9.1812


9
Properties=species:S:1:pos:R:3 method="wB97M-V/def2-TZVPD" total_charge=+3 relative_energy_kcal_mol=4.65 homo_lumo_gap_ev="11.70 / 7.85" multiplicity=3 total_energy_ha=-475.0842 lumo_energy_ev="-16.17 / -19.90" s_squared=2.008
H -2.4878 -0.1742 0.9860
C -1.7392 0.8143 0.1406
C -1.9590 -0.5396 -0.2131
O -0.6775 -1.1598 -0.2221
C 0.2031 -0.2233 -0.0986
O -0.3977 0.9412 0.2355
O 1.4096 -0.3875 -0.0869
Au 2.8473 0.2954 0.1135
H -2.5814 -0.7955 -1.0737